(1)
C5H11N3 as an isolated structure in a non-equilibrium geometry, computed with the ωB97M-V functional and the def2-TZVPD basis.

CARTESIAN COORDINATES (ANGSTROEM)
C -0.648 1.909 -0.501
C -0.614 -0.099 1.031
C -1.120 -1.260 0.336
C -0.017 -1.406 -0.708
C 2.038 -0.314 -0.212
H -1.703 1.939 0.434
H 0.035 2.901 -0.626
H -1.159 1.559 -1.761
H -1.548 0.559 1.459
H 0.026 -0.279 1.860
H -2.089 -0.709 -0.080
H -1.372 -2.326 0.851
H 0.866 -2.156 -0.436
H -0.360 -1.350 -1.796
H 2.769 -0.864 -0.912
H 1.608 0.954 1.013
N 0.019 0.757 0.048
N 0.685 -0.165 -0.691
N 2.582 0.353 0.691

Forces on atoms 1 to 3 (eV/Å):
-3.2 -0.4 -1.3
-3.2 4.2 3.8
-2.9 -2.3 -1.5

Summary:
frontier orbital gap: 9.52 eV
ΔE to the lowest compared entry with this formula, charge and spin: 644.69 kJ/mol
largest force on an atom: 6.53 eV/A
HOMO level: -8.85 eV

(2)
C4H11NO as an isolated structure in a non-equilibrium geometry, computed with the ωB97M-V functional and the def2-TZVPD basis.

CARTESIAN COORDINATES (ANGSTROEM)
C 0.435 1.563 -0.844
O 0.324 1.964 0.469
C -0.370 0.258 -1.000
C 0.389 -1.037 -0.647
C -0.006 -1.392 0.828
N 0.277 -0.211 1.599
H 1.506 1.373 -1.131
H -0.013 2.325 -1.539
H 0.265 0.984 1.132
H -0.964 0.193 -1.884
H -1.066 0.437 -0.024
H 1.504 -0.878 -0.668
H 0.179 -1.886 -1.337
H -1.045 -1.704 0.764
H 0.531 -2.269 1.181
H -1.814 0.544 0.544
H -0.133 -0.265 2.558

Forces on atoms 1 to 3 (eV/Å):
-1.0 0.3 0.1
-0.1 0.6 0.1
2.7 -1.0 -1.5

Summary:
frontier orbital gap: 5.66 eV
ΔE to the lowest compared entry with this formula, charge and spin: 724.76 kJ/mol
largest force on an atom: 3.23 eV/A
HOMO level: -7.97 eV

(3)
C26H39N7O6PS2Sn as an isolated structure in a non-equilibrium geometry, computed with the ωB97M-V functional and the def2-TZVPD basis.

CARTESIAN COORDINATES (ANGSTROEM)
Sn 0.288 0.307 1.216
O 0.288 -1.145 5.106
S 0.828 -0.380 4.031
O 0.743 -1.120 2.682
O 0.241 0.925 3.753
C 2.575 -0.193 4.309
C 2.998 -0.492 5.594
C 4.339 -0.360 5.936
C 5.258 0.061 4.997
C 4.851 0.361 3.702
C 3.518 0.237 3.345
S 3.148 0.604 1.643
O 2.634 -0.613 1.008
O 4.288 1.229 1.063
O 1.925 1.515 1.702
H 2.271 -0.835 6.316
H 4.657 -0.591 6.944
H 6.302 0.161 5.263
H 5.560 0.693 2.957
N -1.562 -2.628 2.051
C -2.364 -1.560 1.961
N -3.671 -1.781 1.992
C -4.446 -0.707 1.890
N -5.766 -0.886 1.873
N -4.006 0.573 1.802
C -2.709 0.686 1.745
N -1.817 -0.318 1.781
C -2.157 2.068 1.635
C -2.973 3.178 1.669
C -2.384 4.432 1.607
C -1.007 4.534 1.519
C -0.252 3.378 1.480
N -0.828 2.172 1.532
H -2.020 -3.497 2.271
H -0.604 -2.507 2.345
H -6.140 -1.811 1.994
H -6.375 -0.088 1.864
H -4.041 3.043 1.751
H -2.999 5.323 1.631
H -0.515 5.495 1.480
H 0.823 3.398 1.409
C 2.790 -0.736 -2.414
C 1.649 0.184 -2.877
C 1.625 0.120 -4.411
C 2.015 1.609 -2.420
P 0.026 -0.323 -2.060
N -0.236 0.373 -0.630
C -0.117 -2.197 -1.973
C 0.229 -2.926 -3.280
C -1.570 -2.524 -1.589
C 0.773 -2.766 -0.854
C -1.429 0.406 -3.034
C -1.749 -0.300 -4.360
C -1.118 1.886 -3.322
C -2.698 0.404 -2.169
H 3.729 -0.290 -2.754
H 2.728 -1.724 -2.862
H 2.855 -0.834 -1.337
H 2.637 0.325 -4.768
H 0.970 0.861 -4.863
H 1.346 -0.863 -4.788
H 3.070 1.775 -2.648
H 1.889 1.738 -1.345
H 1.441 2.379 -2.926
H -0.356 -2.580 -4.129
H 0.009 -3.989 -3.146
H 1.284 -2.849 -3.531
H -2.250 -2.431 -2.434
H -1.932 -1.891 -0.776
H -1.612 -3.561 -1.246
H 1.824 -2.804 -1.116
H 0.442 -3.786 -0.647
H 0.692 -2.220 0.084
H -0.891 -0.387 -5.020
H -2.503 0.289 -4.891
H -2.173 -1.291 -4.206
H -0.329 2.023 -4.054
H -0.855 2.425 -2.410
H -2.022 2.341 -3.735
H -3.138 -0.584 -2.058
H -3.437 1.036 -2.670
H -2.506 0.820 -1.180

Forces on atoms 1 to 3 (eV/Å):
-0.3 0.0 0.2
0.0 -0.1 -0.2
-0.1 0.4 -0.1

Summary:
frontier orbital gap: 8.16 eV
ΔE to the lowest compared entry with this formula, charge and spin: 9.66 kJ/mol
largest force on an atom: 1.28 eV/A
net charge: +1
HOMO level: -11.55 eV

What did the second record say?
C4H11NO as an isolated structure in a non-equilibrium geometry, computed with the ωB97M-V functional and the def2-TZVPD basis.

CARTESIAN COORDINATES (ANGSTROEM)
C 0.435 1.563 -0.844
O 0.324 1.964 0.469
C -0.370 0.258 -1.000
C 0.389 -1.037 -0.647
C -0.006 -1.392 0.828
N 0.277 -0.211 1.599
H 1.506 1.373 -1.131
H -0.013 2.325 -1.539
H 0.265 0.984 1.132
H -0.964 0.193 -1.884
H -1.066 0.437 -0.024
H 1.504 -0.878 -0.668
H 0.179 -1.886 -1.337
H -1.045 -1.704 0.764
H 0.531 -2.269 1.181
H -1.814 0.544 0.544
H -0.133 -0.265 2.558

Forces on atoms 1 to 3 (eV/Å):
-1.0 0.3 0.1
-0.1 0.6 0.1
2.7 -1.0 -1.5

Summary:
frontier orbital gap: 5.66 eV
ΔE to the lowest compared entry with this formula, charge and spin: 724.76 kJ/mol
largest force on an atom: 3.23 eV/A
HOMO level: -7.97 eV